Here is 2 unconnected molecules or ions with the total composition C5H16N2O at a distorted geometry from OMol25. Energies are from ωB97M-V with the def2-TZVPD basis set.

Last column: natural (NBO) charge in e.
Positions of all 24 atoms, in Å:
1 C -0.179 -2.317 -0.653  -0.630
2 C -1.070 -1.052 -0.404  -0.405
3 C -1.007 -0.724 1.093  -0.408
4 C 0.270 -0.045 1.647  -0.222
5 N 0.706 1.222 1.107  -0.660
6 C 1.844 1.335 0.255  -0.052
7 N 1.813 0.609 -1.051  -0.863
8 H -0.819 -3.154 -0.370  0.212
9 H 0.806 -2.305 -0.121  0.198
10 H 0.175 -2.462 -1.667  0.212
11 H -2.023 -1.388 -0.775  0.205
12 H -0.785 -0.146 -0.947  0.179
13 H -1.837 -0.042 1.304  0.200
14 H -1.178 -1.684 1.566  0.203
15 H 1.067 -0.782 1.651  0.193
16 H -0.130 0.220 2.631  0.196
17 H -0.048 1.863 0.869  0.382
18 H 2.021 2.406 0.052  0.188
19 H 2.770 0.976 0.687  0.177
20 H 1.233 1.033 -1.764  0.340
21 H 1.417 -0.325 -0.956  0.350
22 H -1.429 2.930 -1.625  0.466
23 H -1.748 1.514 -1.522  0.465
24 O -1.870 2.319 -1.007  -0.928

Computed properties:
Calculated total energy = -384.81526 Ha
Total charge = 0
E_LUMO = 0.6 eV
Structure (SMILES) = CCCCNCN.O
HOMO level = -8.2 eV
Relative energy (zero: lowest compared OMol25 entry of this formula, charge and spin) = 1.1652 eV